Run a
Density functional theory data (ωB97M-V/def2-TZVPD) for an isolated molecule of C23H25N3O3.

Positions of all 54 atoms, in Å:
C (6.8537, 0.4122, 1.6544)
C (6.4224, 0.6586, 0.2070)
C (6.5641, 2.1383, -0.1563)
C (5.0091, 0.1819, -0.0218)
C (4.7408, -0.8232, -0.9411)
C (3.4543, -1.2770, -1.1678)
C (2.3936, -0.7202, -0.4627)
N (1.0640, -1.1208, -0.6245)
C (0.5564, -2.0716, -1.4428)
O (1.1854, -2.7503, -2.2251)
C (-0.9596, -2.2182, -1.2797)
C (-1.3436, -2.6915, 0.1338)
N (-2.3489, -1.8447, 0.7414)
C (-3.6710, -2.1718, 0.8638)
O (-4.1856, -3.2065, 0.5338)
C (-4.3365, -0.9704, 1.5276)
C (-5.5091, -0.3957, 0.7099)
C (-5.0639, 0.6964, -0.2213)
C (-5.5749, 0.8214, -1.5040)
C (-5.1761, 1.8708, -2.3142)
C (-4.2583, 2.7977, -1.8500)
C (-3.7292, 2.6703, -0.5770)
C (-4.1351, 1.6294, 0.2415)
C (-3.5390, 1.3786, 1.6015)
N (-3.2436, -0.0390, 1.6853)
C (-2.1021, -0.5314, 1.1399)
O (-1.0375, 0.0365, 1.0380)
C (2.6499, 0.2898, 0.4631)
C (3.9391, 0.7312, 0.6768)
H (6.2438, 0.9914, 2.3433)
H (6.7486, -0.6409, 1.9058)
H (7.8940, 0.6996, 1.7923)
H (7.0855, 0.0826, -0.4482)
H (6.2557, 2.3056, -1.1860)
H (7.5990, 2.4561, -0.0481)
H (5.9462, 2.7559, 0.4909)
H (5.5556, -1.2658, -1.4967)
H (3.2677, -2.0575, -1.8861)
H (0.4050, -0.6178, -0.0313)
H (-1.4194, -1.2478, -1.4807)
H (-1.3122, -2.9239, -2.0308)
H (-1.7673, -3.6968, 0.1054)
H (-0.4682, -2.6930, 0.7901)
H (-4.7015, -1.2923, 2.5125)
H (-6.2496, 0.0213, 1.3989)
H (-5.9849, -1.2102, 0.1610)
H (-6.2876, 0.0955, -1.8669)
H (-5.5794, 1.9618, -3.3113)
H (-3.9446, 3.6133, -2.4835)
H (-2.9986, 3.3789, -0.2161)
H (-2.6076, 1.9295, 1.7386)
H (-4.2358, 1.6360, 2.4056)
H (1.8257, 0.7228, 1.0124)
H (4.1107, 1.5151, 1.3997)

Values from the calculation:
2S+1 ... 1
HOMO energy ... -7.992 eV
Total charge ... 0
LUMO level ... 0.4828 eV
SMILES ... CC(C)c1ccc(NC(=O)CCN2C(=O)[C@@H]3Cc4ccccc4CN3C2=O)cc1

=====

Run b
Density functional theory data (ωB97M-V/def2-TZVPD) for an isolated molecule of C23H25N3O3.

Positions of all 54 atoms, in Å:
C (-4.4717, -2.7996, 0.5409)
C (-3.3069, -2.0005, 1.1053)
O (-3.4464, -0.6075, 0.8064)
C (-2.9821, -0.1789, -0.3717)
O (-2.3958, -0.8818, -1.1531)
C (-3.3264, 1.2856, -0.6047)
C (-2.4749, 1.8634, -1.7412)
C (-1.1595, 2.4175, -1.1766)
N (-0.8243, 1.6574, 0.0151)
C (0.5213, 1.5156, 0.2685)
N (1.4698, 2.2350, -0.2612)
C (2.6443, 1.7171, 0.2278)
C (3.9596, 2.0929, -0.0061)
C (4.9530, 1.3815, 0.6370)
C (4.6591, 0.3251, 1.4973)
C (3.3555, -0.0619, 1.7461)
C (2.3583, 0.6413, 1.0964)
N (0.9823, 0.5250, 1.1090)
C (0.2681, -0.6391, 1.5475)
C (0.9197, -1.9325, 1.0396)
O (0.9325, -2.9293, 1.7212)
C (1.5409, -1.8317, -0.2977)
C (0.9347, -1.1368, -1.3429)
C (1.5938, -1.0063, -2.5507)
C (2.8549, -1.5529, -2.7237)
C (3.4476, -2.2696, -1.6968)
C (2.7897, -2.4197, -0.4921)
C (-1.6778, 2.0252, 1.1390)
C (-3.1362, 2.1140, 0.6676)
H (-5.4145, -2.4118, 0.9192)
H (-4.3717, -3.8406, 0.8333)
H (-4.4730, -2.7380, -0.5447)
H (-3.2811, -2.0578, 2.1954)
H (-2.3629, -2.3694, 0.6908)
H (-4.3846, 1.2960, -0.8885)
H (-3.0179, 2.6552, -2.2564)
H (-2.2696, 1.0649, -2.4550)
H (-1.2545, 3.4851, -0.9375)
H (-0.3439, 2.3091, -1.8898)
H (4.1855, 2.9138, -0.6673)
H (5.9868, 1.6491, 0.4740)
H (5.4680, -0.2022, 1.9808)
H (3.1292, -0.8799, 2.4139)
H (0.2068, -0.6873, 2.6418)
H (-0.7430, -0.6011, 1.1360)
H (-0.0609, -0.7360, -1.2335)
H (1.1216, -0.4692, -3.3594)
H (3.3725, -1.4288, -3.6635)
H (4.4238, -2.7098, -1.8352)
H (3.2407, -2.9691, 0.3206)
H (-1.3644, 2.9941, 1.5597)
H (-1.5771, 1.2753, 1.9258)
H (-3.8019, 1.7617, 1.4543)
H (-3.3972, 3.1482, 0.4393)

Values from the calculation:
2S+1 ... 1
HOMO energy ... -7.975 eV
Total charge ... 0
LUMO level ... 0.5443 eV
SMILES ... CCOC(=O)C1CCN(c2nc3ccccc3n2CC(=O)c2ccccc2)CC1

=====

Most stable pick: run a. Distance to second place: 0.0604 hartree.

=====

Run a
Density functional theory data (ωB97M-V/def2-TZVPD) for a cluster of 2 separate species, C2H6N4O2S2 in total.

Positions of all 16 atoms, in Å:
C (-3.3291, 0.7800, -0.2913)
C (1.1619, -2.1619, -0.2038)
N (-2.7709, 1.7654, 0.0989)
N (0.5915, -1.5123, 0.7281)
N (0.0984, -0.3463, 0.8667)
N (2.0998, 1.0521, -0.2013)
O (0.0898, 0.5077, -1.4906)
O (-0.2600, 1.9165, 0.5570)
S (-4.1613, -0.5089, -0.6538)
S (0.3932, 0.8616, -0.1395)
H (1.4810, -3.1436, -0.0007)
H (1.2648, -1.8376, -1.2627)
H (-1.9201, 1.8966, 0.5556)
H (0.4931, -2.1541, 1.6211)
H (2.3879, 1.1822, 0.7493)
H (2.3798, 1.7027, -0.9330)

Values from the calculation:
2S+1 ... 1
HOMO energy ... -8.733 eV
Total charge ... 0
LUMO level ... -0.0923 eV

=====

Run b
Density functional theory data (ωB97M-V/def2-TZVPD) for a cluster of 2 separate species, C2H6N4O2S2 in total.

Positions of all 16 atoms, in Å:
C (0.4159, 0.5266, 1.3221)
C (0.8855, -2.2547, 0.4664)
N (-0.0870, -0.1922, 0.3864)
N (0.0569, -1.3645, -0.0430)
N (0.6875, -3.4930, 0.0001)
N (-0.2410, 2.7047, -1.0844)
O (-2.1185, 1.8064, -2.5448)
O (-2.5486, 2.5601, -0.0065)
S (1.7890, -2.0830, 1.8921)
S (-1.7995, 1.9458, -1.1186)
H (1.1856, 0.2618, 2.0910)
H (0.1285, 1.6016, 1.4083)
H (-0.0776, -3.4269, -0.6928)
H (1.1049, -4.3819, 0.0299)
H (0.3909, 2.7331, -1.8693)
H (0.2274, 3.0560, -0.2367)

Values from the calculation:
2S+1 ... 1
HOMO energy (alpha / beta) ... -8.662 / -9.060 eV
Total charge ... 0
LUMO level (alpha / beta) ... -2.6343 / -1.7186 eV

=====

Most stable pick: run a. Distance to second place: 0.0777 hartree.

=====

Run a
Density functional theory data (ωB97M-V/def2-TZVPD) for an isolated molecule of C4H2FNO.

Positions of all 9 atoms, in Å:
O (2.2271, 0.5047, 0.8591)
C (1.2013, 0.2078, 0.3748)
C (-0.0912, -0.0404, 1.0293)
C (-0.9974, -0.1784, 0.0933)
F (-2.2873, -0.3254, 0.2143)
C (-0.2090, -0.1268, -1.2595)
N (1.0098, 0.1395, -1.1264)
H (-0.2456, 0.0936, 2.0781)
H (-0.6077, -0.2745, -2.2631)

Values from the calculation:
2S+1 ... 1
HOMO energy ... -10.369 eV
Total charge ... 0
LUMO level ... -0.8861 eV
SMILES ... O=C1C=C(F)C=N1

=====

Run b
Density functional theory data (ωB97M-V/def2-TZVPD) for an isolated molecule of C4H2FNO.

Positions of all 9 atoms, in Å:
N (-1.9878, -1.7531, 0.5201)
C (-1.2593, -1.0043, 0.0690)
C (-0.0666, -0.1084, -0.0788)
C (-0.4133, 1.3519, -0.2935)
O (0.4468, 2.0323, -0.9546)
C (1.1867, -0.5226, 0.0042)
F (1.3969, -1.8682, 0.2644)
H (-1.4411, 1.7234, 0.3856)
H (2.1377, 0.1489, 0.0835)

Values from the calculation:
2S+1 ... 1
HOMO energy ... -10.910 eV
Total charge ... 0
LUMO level ... -0.9140 eV
SMILES ... N#C/C(C=O)=C\F

=====

Most stable pick: run a. Distance to second place: 0.0476 hartree.

=====

Run a
Density functional theory data (ωB97M-V/def2-TZVPD) for a cluster of 2 separate species, C2H5O2S in total.

Positions of all 10 atoms, in Å:
C (2.3178, -0.0480, 0.5888)
S (0.9472, -0.4368, -0.5203)
H (2.0349, 0.0541, 1.6451)
H (2.8918, 0.8518, 0.3570)
H (3.0793, -0.8402, 0.6385)
O (-3.3656, 1.0615, -0.8633)
C (-2.5861, 0.1491, -0.7910)
O (-1.9718, -0.2435, 0.3253)
H (-2.3725, -0.5002, -1.6588)
H (-0.9748, -0.0476, 0.2787)

Values from the calculation:
2S+1 ... 1
HOMO energy ... -2.987 eV
Total charge ... -1
LUMO level ... 4.1401 eV

=====

Run b
Density functional theory data (ωB97M-V/def2-TZVPD) for a cluster of 2 separate species, C2H5O2S in total.

Positions of all 10 atoms, in Å:
C (-1.4468, 0.7773, -0.1010)
S (-1.0291, 0.5781, -1.8357)
H (-2.5341, 0.8447, 0.0565)
H (-1.1697, 0.0120, 0.5968)
H (-1.0140, 1.6724, 0.3487)
O (1.6336, -0.1110, -0.4322)
C (1.5210, -0.9810, 0.6141)
O (2.3770, -1.0367, 1.4643)
H (0.8512, -1.8403, 0.4095)
H (0.8109, 0.0845, -1.1211)

Values from the calculation:
2S+1 ... 1
HOMO energy ... -3.152 eV
Total charge ... -1
LUMO level ... 4.0531 eV

=====

Most stable pick: run b. Distance to second place: 0.0021 hartree.